#P
49
Properties=species:S:1:pos:R:3 method="wB97M-V/def2-TZVPD" mol_weight_g_mol=289.2 homo_lumo_gap_ev=10.478 spin_multiplicity=1 charge=+1
O -3.95 1.42 -3.54
H 0.64 1.21 4.24
H 0.59 -0.51 2.64
H 0.17 3.09 1.34
H 2.67 -3.79 -1.38
H -2.40 -1.28 0.07
H -1.10 -1.63 1.01
H -3.50 -1.23 -3.06
O -0.25 3.94 3.02
H 4.92 0.26 1.64
O -1.68 -1.90 0.24
H 3.33 -0.23 -0.93
H 4.32 3.13 0.46
O 2.73 -4.79 -1.46
O 3.64 2.73 1.01
H 3.53 3.55 1.55
H 0.86 1.47 1.10
O -5.07 -1.99 -1.20
H -1.00 4.38 2.53
O -0.06 3.56 0.54
O 4.45 -0.53 2.18
H -3.00 3.89 1.57
H 2.60 -5.40 -0.71
H -0.05 -2.54 -2.28
H 1.31 -4.12 -3.35
O -0.47 -1.49 -2.47
O -3.03 3.52 0.73
O 0.43 -3.76 -3.01
H 2.27 1.47 4.07
H -5.23 -2.66 -0.57
H 1.04 -1.68 3.29
O 1.45 0.94 3.82
H -0.02 -4.67 -3.09
H 0.01 -1.32 -3.37
O 3.07 -1.08 -0.42
H -2.01 3.69 0.44
H -2.48 -0.03 -3.06
H 5.05 -0.92 3.05
H -3.95 2.35 -3.52
H -1.54 -1.41 -2.68
H 1.56 0.77 0.10
H 3.32 -0.85 0.56
H -0.31 2.73 0.08
O -2.60 -0.94 -2.95
O 0.30 -1.45 2.72
H -5.79 -1.25 -1.06
H -4.90 1.04 -3.41
O 0.68 1.21 0.18
H -0.59 3.12 3.31

#Q
49
Properties=species:S:1:pos:R:3 method="wB97M-V/def2-TZVPD" mol_weight_g_mol=289.2 homo_lumo_gap_ev=10.702 spin_multiplicity=1 charge=+1
H -2.30 2.04 0.71
O -2.56 -3.15 -2.21
O -0.02 -4.41 1.70
O -2.68 -1.21 1.25
H -0.97 -4.45 1.74
H -1.42 -1.40 -0.17
H 4.14 3.60 0.28
H -2.88 -3.62 -1.42
H -0.40 3.19 -4.61
H 0.31 -0.66 4.15
H 1.15 2.21 -0.49
H 5.17 -0.64 -0.71
H -2.35 -3.55 3.66
H -0.46 -0.95 5.62
H -2.10 -4.72 2.91
H -1.68 -2.44 -1.65
H 1.54 1.66 3.37
H 0.77 0.97 2.15
H 5.52 2.87 -0.02
H -2.14 1.59 -1.16
H 1.66 -0.50 -0.37
H 3.13 3.49 -1.81
O -2.59 -3.90 2.78
H -2.78 2.59 -2.17
H -2.64 -3.64 -3.02
O 2.97 2.55 -1.95
O 0.74 -0.35 -0.22
H -0.19 -1.59 -1.08
H -2.91 -1.20 2.19
H -1.80 3.17 -5.15
O -1.32 3.21 -4.32
O 4.85 3.47 -0.35
H 0.45 -5.17 1.38
O 1.62 1.17 2.55
H 3.67 2.18 -1.42
O 0.47 2.50 0.13
O -1.13 -0.48 -2.80
O -2.40 1.48 1.49
O -2.09 1.95 -2.04
H -2.46 2.15 2.19
O 5.11 0.24 -0.34
H -1.61 0.22 -3.27
H 6.01 0.53 -0.19
H -2.87 -0.28 1.01
H -1.16 -1.27 -3.32
O 0.12 -1.21 4.90
O -1.03 -2.03 -0.80
H 0.70 3.32 0.56
H 0.83 0.46 0.30

Most favorable first, least favorable last: #Q, #P